Below is a single C17H18N2OS molecule, with properties calculated with wB97M-V/def2-TZVPD.

As for the SMILES: CCCOc1ccc(CSc2nc3ccccc3[nH]2)cc1. The largest force on an atom is 0.78 eV Å⁻¹. The molar mass is 298.41 g/mol. As for the HOMO-LUMO gap: 8.554 eV. The total energy is -1241.56360 Ha.

ORCA input file:
```
! RIJCOSX wB97M-V def2-TZVPD def2/J DEFGRID3
* xyz 0 1
C 5.6459 2.6884 -0.3245
C 5.3115 1.2266 -0.5874
C 3.9081 0.8792 -0.1017
O 3.6796 -0.4867 -0.3819
C 2.4870 -1.0395 -0.0361
C 1.4411 -0.3656 0.5860
C 0.2707 -1.0369 0.8942
C 0.1177 -2.3832 0.5957
C -1.1568 -3.0884 0.9111
S -2.2996 -3.0712 -0.5324
C -3.0360 -1.5188 -0.2965
N -2.8839 -0.7493 0.7423
C -3.6634 0.3539 0.4927
C -3.8741 1.4925 1.2596
C -4.7238 2.4550 0.7530
C -5.3538 2.3027 -0.4819
C -5.1573 1.1778 -1.2610
C -4.3062 0.2102 -0.7597
N -3.8802 -1.0050 -1.2418
C 1.1635 -3.0514 -0.0356
C 2.3326 -2.3931 -0.3450
H 5.5985 2.9070 0.7401
H 4.9444 3.3408 -0.8398
H 6.6485 2.9150 -0.6773
H 6.0260 0.5792 -0.0768
H 5.3723 1.0127 -1.6555
H 3.8279 1.0642 0.9790
H 3.1657 1.5031 -0.6194
H 1.5234 0.6806 0.8349
H -0.5432 -0.5064 1.3652
H -1.7058 -2.6048 1.7161
H -0.9986 -4.1450 1.1226
H -3.3885 1.6088 2.2151
H -4.9092 3.3519 1.3255
H -6.0108 3.0826 -0.8371
H -5.6451 1.0596 -2.2169
H -4.1337 -1.4453 -2.1094
H 1.0560 -4.0972 -0.2855
H 3.1494 -2.9038 -0.8300
*
```

The net atomic charges from natural (NBO), expressed in e, are: C -0.606; C -0.408; C -0.061; O -0.513; C 0.383; C -0.327; C -0.172; C -0.089; C -0.512; S 0.249; C 0.232; N -0.517; C 0.088; C -0.211; C -0.227; C -0.217; C -0.260; C 0.153; N -0.562; C -0.176; C -0.280; H 0.203; H 0.203; H 0.215; H 0.205; H 0.205; H 0.170; H 0.170; H 0.218; H 0.238; H 0.262; H 0.232; H 0.221; H 0.212; H 0.213; H 0.214; H 0.422; H 0.207; H 0.221

---

Below is a molecular structure, C44H41N9O2STm, with properties calculated with wB97M-V/def2-TZVPD.

Its expectation value of S² is 2.002. The largest force on an atom is 0.89 eV Å⁻¹. The molar mass is 928.87 g/mol. As for the HOMO-LUMO gap (spin up / spin down): 6.595 / 6.597 eV. The total energy is -3828.23314 Ha.

ORCA input file:
```
! RIJCOSX wB97M-V def2-TZVPD def2/J DEFGRID3
* xyz -1 3
Tm 0.0295 -0.8216 -0.1926
N -0.1776 -3.7523 3.6238
C 0.0865 -2.9112 2.5519
S -1.0403 -1.6185 2.3407
N 1.1511 -3.2315 1.8798
N 1.5421 -2.4098 0.8429
C 2.4942 -2.9196 0.1411
C 3.1701 -2.2828 -0.9686
C 4.1256 -3.0188 -1.6768
C 4.8377 -2.4802 -2.7284
C 4.6068 -1.1496 -3.0833
C 3.6797 -0.3923 -2.4025
C 2.9143 -0.9268 -1.3362
O 2.0359 -0.2059 -0.7278
H -1.1372 -3.7351 3.9212
H 0.2533 -4.6622 3.5625
H 2.8459 -3.9158 0.4139
H 4.2960 -4.0493 -1.3804
H 5.5660 -3.0755 -3.2644
H 5.1617 -0.7085 -3.9044
H 3.4976 0.6432 -2.6707
C 0.4261 -1.7169 -4.9606
C 0.3407 -1.0637 -3.6124
N 0.1200 -1.7170 -2.5247
N -0.0422 -3.0627 -2.6248
C -0.5473 -3.5788 -1.5083
O -0.8873 -2.9315 -0.4825
C -0.7835 -5.0526 -1.5397
C -0.4650 -5.8300 -2.6504
C -0.7220 -7.1917 -2.6427
C -1.2981 -7.7858 -1.5268
C -1.6126 -7.0152 -0.4162
C -1.3547 -5.6533 -0.4223
C 0.4436 0.3926 -3.4870
C 0.8240 1.2051 -4.5580
C 0.8724 2.5753 -4.3832
C 0.5230 3.1123 -3.1521
C 0.1499 2.2322 -2.1482
N 0.1181 0.9194 -2.3010
H 0.1134 -2.7507 -4.8506
H 1.4503 -1.6994 -5.3416
H -0.2247 -1.2101 -5.6758
H -0.0154 -5.3461 -3.5060
H -0.4737 -7.7921 -3.5096
H -1.4978 -8.8509 -1.5246
H -2.0615 -7.4779 0.4542
H -1.5869 -5.0260 0.4294
H 1.0903 0.7637 -5.5086
H 1.1702 3.2222 -5.1993
H 0.5385 4.1799 -2.9803
H -0.1533 2.5918 -1.1691
C -1.3841 5.0334 0.6736
C -1.6698 5.0450 2.1514
C -2.4979 6.0213 2.6954
C -2.7200 6.1131 4.0604
C -2.0920 5.2224 4.9168
C -1.2772 4.2318 4.3990
C -1.0738 4.1149 3.0239
N -0.2149 3.1127 2.5422
C -0.5822 2.0428 1.7098
N -1.9060 1.9627 1.4710
C -2.7136 1.1426 0.6222
C -2.1413 0.2602 -0.3011
C -3.0817 -0.4207 -1.0939
C -4.4543 -0.2752 -0.9595
C -4.9579 0.6056 -0.0151
C -4.0930 1.3431 0.7821
C -4.6632 2.3116 1.7941
N 0.3267 1.2407 1.2749
C 1.6913 1.5341 1.5607
C 2.4188 2.2506 0.6060
C 3.7722 2.4795 0.7514
C 4.4351 2.0062 1.8745
C 3.7134 1.3431 2.8491
C 2.3434 1.1077 2.7273
C 1.6348 0.4350 3.8709
H -1.5080 6.0336 0.2583
H -2.0543 4.3591 0.1373
H -0.3639 4.6933 0.4883
H -2.9567 6.7417 2.0279
H -3.3684 6.8862 4.4529
H -2.2480 5.2896 5.9859
H -0.7947 3.5189 5.0579
H 0.5670 2.8743 3.1339
H -2.4491 2.5646 2.0668
H -2.7268 -1.1073 -1.8612
H -5.1366 -0.8499 -1.5772
H -6.0291 0.7222 0.1105
H -5.7514 2.2894 1.7505
H -4.3507 3.3444 1.6039
H -4.3694 2.0527 2.8170
H 1.9079 2.5855 -0.2874
H 4.3146 3.0131 -0.0199
H 5.5019 2.1539 1.9893
H 4.2140 0.9939 3.7460
H 2.0264 -0.5735 4.0183
H 0.5686 0.3375 3.6975
H 1.8004 0.9942 4.7974
*
```

The net atomic charges from Mulliken, expressed in e, are: Tm -0.685; N -0.554; C 0.751; S -0.529; N -1.532; N 1.375; C -0.722; C 1.020; C -0.794; C -0.907; C -0.684; C -0.346; C -0.298; O 0.771; H 0.241; H 0.240; H 0.177; H 0.375; H 0.394; H 0.411; H 0.416; C -2.188; C 0.690; N 1.913; N -1.539; C 0.267; O -0.463; C 0.356; C -0.183; C -0.833; C -0.258; C -0.850; C -0.193; C 0.626; C -1.160; C -0.747; C -0.965; C -0.502; N 0.786; H 0.415; H 0.335; H 0.404; H 0.418; H 0.395; H 0.367; H 0.384; H 0.491; H 0.480; H 0.394; H 0.494; H 0.654; C -1.128; C 1.422; C -0.732; C -0.603; C -0.628; C -0.869; C -0.313; N 0.402; C -1.057; N 0.925; C -0.010; C 0.830; C -0.520; C -1.592; C -0.809; C 1.010; C -1.413; N 1.532; C -0.785; C -0.236; C -0.855; C -0.929; C -0.793; C 1.780; C -1.806; H 0.530; H 0.208; H 0.118; H 0.414; H 0.375; H 0.392; H 0.492; H 0.274; H -0.197; H 0.284; H 0.394; H 0.292; H 0.383; H 0.244; H 0.336; H 0.231; H 0.470; H 0.388; H 0.448; H 0.513; H 0.074; H 0.409

---

Below is a single C4H11NS2 molecule in a non-equilibrium geometry, with properties calculated with wB97M-V/def2-TZVPD.

As for the SMILES: CCN(S)[C@H](C)S. The largest force on an atom is 3.16 eV Å⁻¹. The molar mass is 137.27 g/mol. As for the HOMO-LUMO gap: 9.508 eV. The total energy is -1010.10163 Ha.

ORCA input file:
```
! RIJCOSX wB97M-V def2-TZVPD def2/J DEFGRID3
* xyz 0 1
C 2.2278 -0.4042 0.7174
C 1.0025 0.2539 1.3021
N -0.0389 0.5961 0.1322
S -0.9132 2.0300 0.3831
C -0.7693 -0.5394 -0.3164
C -1.2335 -0.3634 -1.7505
S -2.2034 -1.0153 0.7777
H 2.6413 0.2065 -0.0808
H 2.9762 -0.5116 1.4992
H 2.0044 -1.3916 0.3220
H 0.4867 -0.3764 2.0268
H 1.2392 1.2183 1.7446
H -0.2406 2.7623 -0.5178
H -0.1179 -1.4125 -0.2395
H -1.8196 0.5481 -1.8536
H -0.3651 -0.2941 -2.3994
H -1.8369 -1.2128 -2.0547
H -3.0396 -0.0939 0.3076
*
```

The net atomic charges from natural (NBO), expressed in e, are: C -0.625; C -0.204; N -0.614; S 0.166; C -0.128; C -0.627; S -0.111; H 0.217; H 0.219; H 0.203; H 0.194; H 0.210; H 0.103; H 0.216; H 0.220; H 0.215; H 0.222; H 0.125

---

Below is a molecular structure, C26H42Cl3F12N3O11 in a non-equilibrium geometry, with properties calculated with wB97M-V/def2-TZVPD.

The largest force on an atom is 16.59 eV Å⁻¹. The molar mass is 906.97 g/mol. As for the HOMO-LUMO gap: 6.842 eV. The total energy is -4585.60866 Ha.

ORCA input file:
```
! RIJCOSX wB97M-V def2-TZVPD def2/J DEFGRID3
* xyz 0 1
C 23.7948 -14.4288 -17.3363
O 24.5874 -14.2436 -16.3821
N 24.0668 -14.0094 -18.5422
C 25.2567 -13.2379 -18.8638
C 23.1809 -14.0050 -19.6795
H 22.7616 -14.8030 -17.2669
H 25.0921 -12.1618 -18.8092
H 25.7249 -13.2568 -19.8479
H 25.9508 -13.4218 -18.0437
H 22.4558 -14.8094 -19.5559
H 22.5888 -13.0947 -19.7743
H 23.7586 -14.1796 -20.5872
C 27.9740 -10.1639 -14.0920
O 27.5597 -9.7704 -12.9622
N 27.9596 -9.4095 -15.2657
C 27.3763 -8.0198 -15.3101
C 28.6451 -9.8319 -16.5052
H 28.5592 -11.0925 -14.1777
H 26.3822 -8.0377 -15.7568
H 28.0367 -7.2631 -15.7335
H 27.2004 -7.7166 -14.2780
H 27.9568 -9.7975 -17.3497
H 29.5200 -9.2285 -16.7473
H 29.0607 -10.8095 -16.2609
C 31.1757 -11.1414 -18.6015
O 31.4876 -11.3431 -17.4114
N 31.1315 -12.1623 -19.5093
C 30.9936 -11.8943 -20.9476
C 31.6072 -13.5008 -19.1695
H 30.9193 -10.1682 -19.0480
H 30.5375 -10.9174 -21.1082
H 30.3419 -12.5733 -21.4974
H 31.9434 -11.8849 -21.4823
H 31.3150 -13.6878 -18.1362
H 31.2314 -14.2813 -19.8312
H 32.6851 -13.4422 -19.3203
C 27.6863 -13.1819 -15.8592
C 28.6583 -14.3617 -16.1252
O 28.7996 -15.2057 -15.0161
C 29.5632 -16.4299 -15.2210
O 29.9198 -16.8632 -16.3217
C 29.8325 -17.1651 -13.9527
F 29.9412 -16.2362 -12.9608
F 28.7980 -17.9715 -13.7278
F 30.9133 -17.8707 -14.0938
H 27.4059 -12.7185 -16.8051
H 27.9512 -12.3644 -15.1887
H 26.6429 -13.3777 -15.6120
H 29.6337 -14.0127 -16.4641
H 28.2647 -15.0117 -16.9067
C 30.4612 -10.9684 -24.7200
C 30.1128 -10.3229 -23.3547
O 28.7315 -10.4278 -23.1328
C 28.2618 -10.8668 -21.9195
O 28.9232 -11.3115 -20.9728
C 26.7674 -10.7962 -21.7886
F 26.3782 -12.0735 -21.8403
F 26.4125 -10.1884 -20.6704
F 26.2314 -10.1471 -22.7764
H 30.4351 -12.0580 -24.7033
H 31.4952 -10.7173 -24.9565
H 29.7979 -10.6129 -25.5085
H 30.4305 -9.2813 -23.3080
H 30.6025 -10.8629 -22.5444
C 22.9536 -10.9420 -18.3924
C 24.2694 -11.0378 -19.2708
O 24.4546 -9.7501 -19.9600
C 24.1958 -9.5891 -21.2828
O 24.0595 -10.5722 -22.0914
C 24.3268 -8.1451 -21.9052
F 25.3208 -7.4499 -21.3397
F 24.8370 -8.3618 -23.1262
F 23.1679 -7.4880 -21.8023
H 22.1245 -10.6678 -19.0447
H 23.0993 -10.2190 -17.5898
H 22.7487 -11.9306 -17.9814
H 24.1560 -11.9022 -19.9252
H 25.1770 -11.1291 -18.6741
C 26.2912 -16.0123 -20.5646
C 27.0967 -14.7436 -20.9403
O 28.3275 -15.1363 -21.4946
C 29.2323 -14.2334 -21.8740
O 29.1565 -12.9846 -21.8431
C 30.6272 -14.8423 -22.0791
F 30.5393 -15.9342 -22.8443
F 31.5686 -13.8750 -22.5870
F 31.1126 -15.2687 -20.9306
H 25.2337 -15.7667 -20.4679
H 26.7429 -16.3969 -19.6502
H 26.3415 -16.7581 -21.3580
H 27.1676 -13.9367 -20.2109
H 26.5681 -14.4682 -21.8529
C 28.2180 -12.0394 -19.2381
Cl 28.8576 -10.7442 -18.1999
Cl 26.4112 -11.6637 -19.4312
Cl 28.4587 -13.6364 -18.3904
H 28.6998 -12.1055 -20.2136
*
```

The net atomic charges from Mulliken, expressed in e, are: C -0.121; O -0.565; N 0.704; C -1.922; C -0.829; H 0.302; H -0.175; H 0.642; H 0.919; H 0.499; H 0.318; H 0.148; C 0.153; O -0.672; N 0.238; C -1.019; C -1.361; H 0.502; H 0.299; H 0.302; H 0.395; H 0.724; H 0.196; H 0.161; C -0.336; O -0.667; N 0.609; C -1.526; C -1.318; H 0.552; H 0.904; H -0.046; H 0.309; H 0.301; H 0.600; H 0.471; C -0.273; C 0.122; O -0.390; C 0.357; O -0.523; C 0.875; F -0.240; F -0.242; F -0.220; H -0.180; H -0.216; H 0.353; H 0.339; H 0.397; C -1.361; C 0.839; O -0.443; C 0.478; O -0.336; C 0.365; F -0.191; F -0.207; F -0.163; H 0.283; H 0.408; H 0.353; H 0.427; H -0.544; C -1.731; C -0.678; O -0.415; C 0.593; O -0.577; C 0.758; F -0.241; F -0.201; F -0.240; H 0.441; H 0.350; H 0.336; H 0.807; H 0.414; C -1.527; C 1.101; O -0.373; C -0.002; O -0.187; C 0.791; F -0.289; F -0.209; F -0.253; H 0.206; H 0.332; H 0.483; H -0.644; H 0.382; C -1.032; Cl 0.236; Cl 0.436; Cl 0.228; H 0.944

---

Below is a single C6H9N molecule, with properties calculated with wB97M-V/def2-TZVPD.

As for the SMILES: C1[C@H]2N1CC21CC1. The largest force on an atom is 0.38 eV Å⁻¹. The molar mass is 95.14 g/mol. As for the HOMO-LUMO gap: 10.036 eV. The total energy is -288.66627 Ha.

ORCA input file:
```
! RIJCOSX wB97M-V def2-TZVPD def2/J DEFGRID3
* xyz 0 1
C 1.4576 1.3188 0.0196
C 0.4585 0.7329 -0.8836
N 1.7456 0.0230 -0.6112
C 0.9854 -1.0364 0.1161
C -0.3229 -0.2733 -0.0679
C -1.3391 0.0210 0.9885
C -1.7222 -0.7370 -0.2577
H 1.1690 1.3857 1.0683
H 2.1309 2.0998 -0.3173
H 0.2032 1.0952 -1.8775
H 1.3415 -1.2178 1.1380
H 1.0311 -1.9687 -0.4568
H -1.6832 1.0444 1.1154
H -1.2503 -0.5450 1.9133
H -1.9484 -1.7965 -0.1823
H -2.3092 -0.1998 -0.9984
*
```

The net atomic charges from natural (NBO), expressed in e, are: C -0.275; C -0.091; N -0.371; C -0.213; C -0.095; C -0.418; C -0.405; H 0.193; H 0.214; H 0.209; H 0.186; H 0.201; H 0.216; H 0.214; H 0.217; H 0.217